{
  "formula": "C36H72O9",
  "method": "wB97M-V/def2-TZVPD",
  "species": ["C", "C", "C", "O", "C", "H", "H", "H", "H", "H", "H", "H", "H", "C", "C", "C", "O", "C", "H", "H", "H", "H", "H", "H", "H", "H", "C", "C", "C", "O", "C", "H", "H", "H", "H", "H", "H", "H", "H", "C", "C", "C", "O", "C", "H", "H", "H", "H", "H", "H", "H", "H", "C", "C", "C", "O", "C", "H", "H", "H", "H", "H", "H", "H", "H", "C", "C", "C", "O", "C", "H", "H", "H", "H", "H", "H", "H", "H", "C", "C", "C", "O", "C", "H", "H", "H", "H", "H", "H", "H", "H", "C", "C", "C", "O", "C", "H", "H", "H", "H", "H", "H", "H", "H", "C", "C", "C", "O", "C", "H", "H", "H", "H", "H", "H", "H", "H"],
  "coordinates": [[4.540815, -2.577993, 0.685082], [5.473502, -2.455677, 1.908983], [5.985559, -1.016331, 1.801326], [5.226816, -0.360072, 0.796758], [4.125736, -1.164176, 0.360196], [3.739380, -3.286680, 0.887481], [5.129286, -3.007703, -0.130984], [6.234280, -3.229829, 1.826395], [4.899382, -2.651774, 2.814591], [7.043290, -0.976928, 1.536501], [5.849721, -0.485740, 2.747767], [3.929190, -0.980575, -0.690290], [3.241856, -0.880507, 0.943739], [-3.244814, 3.758764, -4.055365], [-3.790736, 3.447147, -2.656833], [-2.678625, 3.953022, -1.756745], [-1.499225, 3.529133, -2.425351], [-1.724901, 3.627867, -3.835950], [-3.487257, 4.774671, -4.365587], [-3.619960, 3.044689, -4.784059], [-3.995246, 2.380285, -2.579500], [-4.726918, 3.972863, -2.446484], [-2.745526, 3.531985, -0.753122], [-2.731763, 5.044696, -1.633630], [-1.340295, 2.741955, -4.343625], [-1.178603, 4.514102, -4.169699], [4.678961, 2.151839, -3.223827], [3.437542, 2.938910, -3.695756], [2.304110, 2.298040, -2.898416], [2.893471, 1.773542, -1.716400], [4.147053, 1.207767, -2.148917], [5.490914, 2.781528, -2.862894], [5.126299, 1.571216, -4.035687], [3.341618, 2.931938, -4.779782], [3.586093, 3.981794, -3.411250], [1.746094, 1.512721, -3.424430], [1.542856, 3.018428, -2.589225], [3.885493, 0.218280, -2.537218], [4.814895, 1.167926, -1.291593], [-3.249168, 4.001287, 2.614651], [-3.894856, 5.074240, 1.734054], [-4.995916, 4.297341, 1.022514], [-4.491003, 2.971238, 0.867225], [-3.524469, 2.684613, 1.866570], [-3.740496, 3.965639, 3.587873], [-2.189325, 4.204752, 2.763684], [-3.217156, 5.466865, 0.975577], [-4.311990, 5.895970, 2.315437], [-5.244057, 4.671773, 0.026710], [-5.947689, 4.243562, 1.565882], [-2.584812, 2.335640, 1.433722], [-3.922812, 1.944707, 2.562537], [0.683706, 5.406479, 1.159164], [1.067546, 4.425980, 0.064363], [0.592929, 3.091846, 0.636306], [0.861705, 3.215455, 2.043968], [0.984576, 4.585349, 2.412541], [-0.341183, 5.761828, 1.053267], [1.343401, 6.270236, 1.040188], [2.147266, 4.392264, -0.094716], [0.615528, 4.625063, -0.910677], [1.198802, 2.277622, 0.241143], [-0.484516, 2.955433, 0.495645], [1.982870, 4.804957, 2.796120], [0.257796, 4.819511, 3.196793], [-1.078558, -0.084616, -0.851433], [0.234683, -0.728635, -0.467897], [0.850701, -1.158365, -1.800674], [0.010097, -0.659488, -2.840390], [-0.840507, 0.350234, -2.302216], [-1.332375, 0.764850, -0.220426], [-1.874214, -0.828072, -0.859536], [0.108963, -1.622042, 0.148926], [0.877684, -0.036640, 0.077210], [0.968669, -2.240070, -1.894088], [1.849321, -0.716639, -1.907242], [-1.768624, 0.400111, -2.879317], [-0.392944, 1.339906, -2.442421], [1.478222, -5.393794, -2.084074], [2.234685, -5.018313, -0.817771], [1.715474, -6.047477, 0.198844], [1.193380, -7.158344, -0.566198], [1.455345, -6.901904, -1.939441], [2.020558, -5.108770, -2.986445], [0.476176, -4.967577, -2.093110], [2.000674, -4.037103, -0.402329], [3.306630, -5.116789, -0.991319], [0.873049, -5.586985, 0.719493], [2.485752, -6.415975, 0.874482], [0.675512, -7.364068, -2.554661], [2.385513, -7.392426, -2.255900], [-2.341403, -6.546254, 0.779702], [-2.043557, -5.284601, -0.043553], [-2.015305, -4.136899, 1.000370], [-2.506688, -4.700417, 2.213272], [-2.115426, -6.069482, 2.212326], [-1.665445, -7.381930, 0.589731], [-3.366962, -6.886743, 0.649760], [-2.831264, -5.114266, -0.772340], [-1.059104, -5.378753, -0.495423], [-2.676548, -3.325467, 0.708618], [-0.984453, -3.785980, 1.113775], [-2.718424, -6.570954, 2.970144], [-1.067332, -6.140129, 2.535114], [-1.578771, 0.042957, 4.131347], [-2.403781, -1.214368, 4.288354], [-3.250188, -1.217823, 3.001836], [-2.408837, -0.622424, 2.034039], [-1.260688, -0.034637, 2.635452], [-0.725273, 0.159855, 4.793731], [-2.224520, 0.920608, 4.248875], [-2.970227, -1.321590, 5.213592], [-1.805449, -2.129092, 4.212132], [-4.178456, -0.646651, 3.124340], [-3.554862, -2.256462, 2.851741], [-0.983187, 0.903961, 2.154712], [-0.424706, -0.724239, 2.449574]],
  "forces_ev_per_angstrom": [[0.5485, -0.8251, -0.1075], [-0.5977, -0.2156, -0.4949], [-0.0819, -0.1873, 0.4205], [0.0195, 0.2029, -0.6459], [0.0467, 0.0402, 1.0467], [-0.2016, 0.2347, -0.0714], [-0.1215, 0.1330, -0.1392], [0.2264, 0.2038, 0.2142], [0.1272, 0.2320, 0.1282], [-0.0183, 0.0684, -0.0978], [0.0715, 0.0271, 0.0035], [0.0914, 0.0384, -0.0468], [-0.1209, 0.0208, -0.1089], [0.2403, -0.0223, 0.3639], [-0.6930, 0.7075, -0.1759], [-0.3930, -0.5695, 0.0353], [0.1323, -0.0524, 0.2335], [-0.0281, 0.3015, 0.0008], [-0.1394, -0.0508, -0.0422], [0.0289, 0.1262, -0.1740], [0.2756, -0.0415, 0.3822], [0.0057, -0.1009, -0.0965], [0.3251, -0.2153, -0.0920], [0.1317, 0.0520, -0.2901], [0.2463, -0.0192, 0.2290], [-0.0511, -0.0859, -0.3336], [0.2750, -0.5917, -0.6428], [0.6594, 0.1608, 0.2413], [-0.7727, 0.3654, 0.1479], [0.4797, 0.1751, -0.1331], [-0.5941, 0.5235, 0.3427], [-0.2265, 0.1617, 0.2082], [-0.1209, 0.0067, -0.0257], [-0.2940, -0.2127, 0.0221], [-0.2969, 0.0171, 0.0743], [0.3723, -0.1483, -0.2455], [0.0843, 0.0618, 0.0441], [0.5169, -0.1204, -0.1307], [-0.1405, -0.3567, 0.0832], [-0.1668, 0.1914, 0.0147], [-0.5754, -0.1013, -0.0919], [-0.2042, -0.4353, -0.1147], [0.1251, -0.0829, -0.3644], [0.2421, 0.6324, 0.5193], [0.0758, 0.1546, 0.0415], [0.0297, -0.1844, 0.0751], [0.1858, 0.0338, 0.1551], [0.1541, 0.1018, -0.0529], [0.1682, 0.0552, -0.0045], [0.1555, 0.1769, 0.2797], [-0.2687, -0.3358, -0.3151], [0.1175, -0.2387, -0.1559], [0.9750, 0.3557, -0.6095], [-0.5299, -0.5792, -0.6872], [0.6439, 0.7474, 0.3010], [0.0277, -0.2686, 0.1366], [-0.7302, 0.4573, -0.0467], [-0.1263, -0.2461, 0.2083], [-0.2017, 0.1465, 0.4257], [0.0289, 0.0009, 0.1919], [-0.0991, 0.0799, 0.1117], [-0.3285, -0.2336, 0.0170], [0.0449, -0.1831, -0.2166], [0.0857, -0.2063, -0.0353], [0.1073, -0.1391, 0.1280], [-0.1633, 0.4515, -0.6395], [0.3550, -0.5970, 0.3195], [0.4963, 0.5964, -0.1670], [-0.1254, -0.3000, -0.1890], [-0.0223, 0.0223, -0.0472], [-0.2315, -0.1428, 0.0903], [-0.1459, 0.1526, 0.2389], [-0.1700, 0.2038, 0.2138], [0.0647, 0.0054, -0.1148], [-0.2650, -0.0105, -0.1563], [-0.0144, -0.0202, -0.0410], [0.0387, -0.3369, -0.0430], [0.2065, -0.0571, 0.5023], [0.6179, -0.0676, -0.1085], [-0.1231, -0.0496, 0.5340], [-0.2300, -0.1960, -0.7862], [0.1839, 0.2913, 0.1369], [-0.6321, -0.5017, -0.4574], [-0.1755, 0.1965, -0.0111], [-0.0499, -0.0852, -0.0939], [0.2280, 0.1905, -0.4065], [0.0186, 0.0938, 0.1291], [0.1023, -0.2564, 0.4170], [-0.1028, 0.0916, 0.1999], [-0.0989, 0.0183, 0.2815], [0.1924, 0.3130, 0.1384], [0.3526, -0.1986, 0.6104], [0.0479, -0.0223, 0.4252], [-0.2870, -0.7037, -0.2993], [0.0658, 0.2283, -0.0382], [-0.2690, 0.3533, 0.3468], [-0.0736, 0.0683, -0.3559], [-0.0274, 0.0326, 0.0062], [0.2374, 0.0002, -0.2795], [-0.1666, 0.0451, -0.4078], [0.1558, 0.2388, 0.1685], [-0.0303, 0.2152, 0.1965], [-0.0354, -0.0649, -0.1130], [0.0595, -0.1069, -0.2500], [-0.3003, 0.4842, -0.5916], [-0.2614, -0.6429, -0.0777], [-0.1201, 0.1271, 1.6654], [-0.4816, -0.0537, -0.8040], [0.7382, -0.8059, 0.3456], [0.1374, -0.1538, -0.1211], [0.0003, -0.0342, 0.2977], [-0.1558, 0.2969, -0.0739], [0.3694, 0.2376, 0.1656], [0.0956, 0.2228, -0.1206], [0.2908, 0.0488, -0.9094], [-0.3597, 0.1281, 0.0598], [0.1145, 0.1091, 0.1761]],
  "energy_ev": -56923.1438,
  "smiles": "C1CCOC1.C1CCOC1.C1CCOC1.C1CCOC1.C1CCOC1.C1CCOC1.C1CCOC1.C1CCOC1.C1CCOC1",
  "de_lowest_kj_mol": 40.8,
  "orbital_gap_ha": 0.3631,
  "lumo_energy_ev": 0.7,
  "e_homo_ev": -9.1468
}